A structure of composition C57H47AsCrNO3P2STe at a distorted geometry, computed with the ωB97M-V functional and the def2-TZVPD basis.

Geometry as XYZ:
```
114
Properties=species:S:1:pos:R:3:forces:R:3:lowdin_spin:R:1
Cr -0.3556 0.0573 -0.5457 -0.7 0.0 -0.2 3.241
Te 0.6983 3.5072 -1.3576 1.1 1.0 0.2 -0.004
C 2.4414 4.7318 -1.6137 -0.2 0.0 -0.1 -0.005
C 2.6008 5.5693 -2.7104 -0.2 -0.2 0.2 0.000
C 3.7738 6.2959 -2.8290 -0.2 0.1 -0.2 0.000
N 4.7579 6.2507 -1.9474 0.4 0.3 -0.2 0.001
C 4.5916 5.4761 -0.8876 -0.1 -0.2 0.2 0.000
C 3.4646 4.7048 -0.6699 -0.3 -0.1 0.0 -0.001
C 1.9896 2.0345 -0.4047 -1.3 -0.3 -0.4 -0.021
P 1.6889 0.6991 -1.6257 1.6 0.9 0.4 -0.038
C 2.4419 1.4767 -3.1037 -0.3 -0.2 -0.2 -0.004
C 1.7699 1.4896 -4.3219 0.0 -0.1 0.0 0.000
C 2.3075 2.1464 -5.4145 -0.1 0.0 0.0 0.000
C 3.5285 2.7916 -5.3057 0.1 0.0 0.0 0.000
C 4.1906 2.8077 -4.0894 0.1 0.0 -0.1 0.000
C 3.6422 2.1746 -2.9869 -0.1 -0.2 0.1 -0.001
C 2.8603 -0.6037 -1.0700 0.0 -0.2 -0.2 -0.006
C 4.2293 -0.5628 -1.3091 -0.2 0.1 0.0 -0.002
C 5.0671 -1.5248 -0.7728 0.1 0.0 0.0 0.000
C 4.5504 -2.5632 -0.0186 0.0 0.0 0.0 0.001
C 3.1827 -2.6468 0.1804 0.0 -0.2 0.1 0.002
C 2.3483 -1.6741 -0.3365 -0.2 0.1 -0.1 0.010
P 0.9889 1.3769 0.9262 1.7 0.6 0.7 -0.091
C 2.1456 0.2853 1.8237 -0.3 -0.1 0.2 -0.020
C 1.6137 -0.5980 2.7560 -0.2 0.1 -0.2 -0.003
C 2.4549 -1.3481 3.5575 0.0 -0.1 0.1 0.000
C 3.8278 -1.2224 3.4204 0.0 -0.1 0.0 -0.001
C 4.3601 -0.3515 2.4822 0.0 0.1 0.1 -0.001
C 3.5237 0.4174 1.6977 -0.2 0.0 0.0 -0.004
C 0.9866 2.7681 2.1263 -0.6 -0.1 0.1 -0.012
C 0.2160 3.9105 1.9153 -0.1 -0.1 0.0 -0.002
C 0.3989 5.0365 2.6980 0.1 0.1 0.0 0.000
C 1.3415 5.0409 3.7108 0.0 0.0 0.1 -0.003
C 2.0801 3.8972 3.9569 0.1 0.1 0.1 -0.001
C 1.9002 2.7693 3.1799 -0.1 -0.1 0.0 -0.005
H 1.8297 5.6277 -3.4649 0.0 0.1 -0.2 0.000
H 3.9420 6.9421 -3.6812 -0.1 0.0 -0.1 0.000
H 5.4106 5.4756 -0.1804 0.0 -0.1 0.2 0.000
H 3.3791 4.0733 0.2056 0.1 0.0 0.0 -0.001
H 0.8147 0.9931 -4.4045 0.0 0.0 0.0 0.000
H 1.7690 2.1615 -6.3525 0.0 0.0 0.0 0.000
H 3.9557 3.2910 -6.1637 0.0 0.1 0.0 0.000
H 5.1339 3.3272 -3.9923 0.0 0.1 0.0 0.000
H 4.1333 2.2528 -2.0268 0.0 0.0 0.0 0.000
H 4.6446 0.2337 -1.9064 0.1 0.0 0.0 0.000
H 6.1313 -1.4605 -0.9445 0.1 0.0 0.0 0.000
H 5.2108 -3.2949 0.4229 0.0 -0.1 0.0 0.000
H 2.7688 -3.4709 0.7421 -0.1 0.0 0.1 0.000
H 1.2712 -1.7528 -0.1501 0.3 -0.1 0.0 0.007
H 0.5280 -0.6643 2.8561 0.2 0.0 0.1 -0.001
H 2.0494 -2.0185 4.3014 -0.1 -0.1 0.1 0.000
H 4.4908 -1.8010 4.0464 0.0 -0.1 0.1 0.000
H 5.4299 -0.2554 2.3767 0.1 0.0 0.0 0.000
H 3.9096 1.1310 0.9811 0.0 0.0 0.0 0.000
H -0.5352 3.9308 1.1396 0.2 0.0 0.1 0.001
H -0.1849 5.9219 2.4975 -0.1 0.1 0.0 0.000
H 1.4941 5.9206 4.3174 0.0 0.1 0.0 0.000
H 2.8217 3.8767 4.7441 0.0 0.0 0.1 0.000
H 2.4903 1.8951 3.4043 0.0 0.1 0.0 0.000
C -3.3063 -5.8282 -0.5793 -0.2 0.1 0.2 0.000
O -2.1443 -6.0729 -1.3323 0.4 0.1 -0.3 0.000
C -1.3573 -5.0359 -1.7040 0.2 -0.1 -0.1 0.000
C -0.2169 -5.4096 -2.4419 -0.1 -0.2 0.1 -0.004
C 0.6712 -4.4672 -2.8725 -0.2 0.1 0.0 0.001
C 0.4588 -3.1005 -2.6297 -0.7 0.1 0.5 -0.001
C 1.3357 -2.0734 -3.1184 0.1 0.7 -0.3 0.001
C 2.6687 -2.4303 -3.7281 -0.1 0.3 0.0 0.000
O 0.9959 -0.8769 -3.0574 0.2 -1.4 -1.0 -0.008
C -0.6836 -2.7106 -1.8574 0.6 -0.8 -0.4 0.008
O -0.8891 -1.4806 -1.5134 -0.3 0.3 0.1 0.027
C -1.5790 -3.7085 -1.4098 -0.2 0.2 0.2 0.001
H -3.8427 -6.7758 -0.5722 0.0 0.1 0.1 0.000
H -3.9348 -5.0589 -1.0382 0.0 0.0 0.0 0.000
H -3.0605 -5.5337 0.4471 0.0 0.0 -0.2 0.000
H -0.0742 -6.4575 -2.6440 0.1 -0.2 0.0 0.000
H 1.5477 -4.7785 -3.4203 0.1 0.0 -0.1 0.000
H 3.3017 -2.9495 -3.0110 0.0 -0.1 0.1 0.000
H 3.1557 -1.5057 -4.0313 0.0 0.0 0.0 0.000
H 2.5343 -3.0623 -4.6043 0.0 -0.1 0.0 0.000
H -2.4182 -3.3773 -0.8050 0.0 -0.1 -0.1 0.000
S -1.8567 1.8513 -0.1413 -0.1 0.2 -0.1 -0.059
C -2.2343 1.7819 1.5923 0.1 -0.3 -0.2 0.003
C -2.6111 2.9399 2.2649 0.0 -0.2 0.0 -0.003
C -2.8404 2.9011 3.6284 -0.2 0.0 0.1 -0.001
C -2.7458 1.7049 4.3228 0.0 0.0 0.1 -0.002
C -2.4423 0.5351 3.6446 0.1 -0.3 -0.1 -0.001
C -2.1898 0.5608 2.2797 -0.1 0.3 0.3 -0.001
As -1.9892 -0.9799 1.1117 -1.1 0.1 1.1 0.003
C -3.7491 -0.6873 0.3140 -0.2 -0.2 -0.2 0.003
C -3.9338 -0.7191 -1.0616 0.3 -0.2 -0.2 0.000
C -5.1828 -0.4623 -1.6050 -0.1 0.0 -0.1 0.000
C -6.2500 -0.1548 -0.7786 0.0 0.0 -0.1 0.000
C -6.0702 -0.1017 0.5944 -0.1 0.0 0.0 0.000
C -4.8290 -0.3710 1.1371 0.3 -0.1 0.2 0.001
C -2.4263 -2.5176 2.2666 0.3 -0.2 -0.3 -0.002
C -3.5756 -3.2770 2.0543 -0.1 0.4 -0.2 -0.001
C -3.7844 -4.4605 2.7436 0.0 0.0 0.1 0.000
C -2.8407 -4.9088 3.6531 0.0 -0.1 0.0 0.000
C -1.6861 -4.1718 3.8653 0.1 0.0 0.1 0.000
C -1.4768 -2.9919 3.1717 0.1 0.3 -0.1 0.000
H -2.7196 3.8622 1.7126 0.1 0.1 0.0 0.000
H -3.1086 3.8049 4.1573 0.0 0.1 0.0 0.000
H -2.9332 1.6808 5.3866 0.0 0.0 0.1 0.000
H -2.4130 -0.4151 4.1718 0.0 0.1 0.0 0.000
H -3.0926 -0.9308 -1.7185 -0.2 0.0 0.1 0.000
H -5.3209 -0.5049 -2.6775 0.0 0.0 0.0 0.000
H -7.2219 0.0515 -1.2019 -0.1 0.0 -0.1 0.000
H -6.8998 0.1423 1.2421 0.0 0.0 0.1 0.000
H -4.6941 -0.3328 2.2133 0.0 0.0 0.0 0.000
H -4.3129 -2.9340 1.3363 0.0 -0.1 0.1 0.000
H -4.6768 -5.0430 2.5589 -0.1 0.0 0.0 0.000
H -2.9948 -5.8405 4.1779 0.0 0.0 0.1 0.000
H -0.9333 -4.5255 4.5566 0.0 0.0 0.0 0.000
H -0.5577 -2.4338 3.3239 0.0 -0.1 0.0 0.000
```
Positions in Å, forces in eV/Å.

Properties
Orbital gap (alpha / beta) (eV): 5.48 / 7.01
2S+1: 4
Total energy (Eh): -7109.8197
HOMO level (alpha / beta) (eV): -6.831 / -6.844
Strongest force on any atom (hartree/bohr): 0.0375
⟨S²⟩: 4.049
E_LUMO (alpha / beta) (eV): -1.36 / 0.16